Record 1
{
  "formula": "C5H22NO8",
  "method": "ωB97M-V with the def2-TZVPD basis set",
  "gap_ha": 0.326,
  "total_charge": -1,
  "homo_ev": -5.684,
  "e_above_lowest_ev": 4.068,
  "species": ["C", "N", "C", "C", "C", "C", "O", "O", "H", "H", "H", "H", "H", "H", "H", "H", "H", "H", "H", "H", "O", "H", "H", "O", "H", "H", "O", "H", "H", "O", "H", "H", "O", "H", "H", "O"],
  "positions_angstrom": [[0.75600, -1.02209, 1.32302], [1.63955, -0.48459, 0.44025], [2.35094, 0.72042, 0.85333], [1.58628, -2.19149, -1.38590], [1.55068, -0.71316, -1.01953], [0.26750, -0.08761, -1.57530], [0.47693, 1.31392, -1.73108], [0.03419, -1.97542, 1.08744], [0.76623, -0.51365, 2.29945], [1.80857, 1.23089, 1.65234], [3.33733, 0.45582, 1.25098], [2.46286, 1.43966, 0.04930], [0.66347, -2.69369, -1.12255], [2.38889, -2.70843, -0.85102], [1.76130, -2.35405, -2.45235], [2.38688, -0.16878, -1.45786], [0.05920, -0.50816, -2.56640], [-0.58914, -0.25149, -0.91914], [-1.24011, 3.00750, -0.45303], [-0.39491, 1.76371, -1.68316], [-1.78638, 2.46806, -1.04802], [-1.08740, -2.46341, 1.08551], [-2.08373, -1.32165, 0.92549], [-2.03046, -2.30594, 1.05815], [-1.04088, 0.66678, 1.49339], [-0.70141, 1.09773, 3.01706], [-0.24816, 0.86526, 2.19101], [0.34062, 2.28405, 1.39110], [0.97086, 2.56418, -0.00165], [0.70038, 3.00945, 0.81930], [-2.54444, -0.52235, -0.97817], [-2.71459, -2.01621, -1.06891], [-2.81477, -1.22484, -1.61438], [-1.96162, 1.62171, -0.53543], [-2.95722, 0.60691, 0.97176], [-2.11347, 0.41095, 0.55500]]
}

=====

Record 2
{
  "formula": "C5H22O6",
  "method": "ωB97M-V with the def2-TZVPD basis set",
  "gap_ha": 0.368,
  "total_charge": 0,
  "homo_ev": -9.994,
  "e_above_lowest_ev": 1.606,
  "smiles": "CCO.CCO.CO.O.O.O",
  "species": ["C", "C", "O", "H", "H", "H", "H", "H", "H", "C", "C", "O", "H", "H", "H", "H", "H", "H", "C", "O", "H", "H", "H", "H", "O", "H", "H", "O", "H", "H", "O", "H", "H"],
  "positions_angstrom": [[-1.05664, -3.37478, 1.35849], [-1.01828, -2.31330, 2.45160], [-2.33115, -2.11325, 2.97252], [-0.07831, -3.44978, 0.86760], [-1.79385, -3.09801, 0.60786], [-1.14699, -4.38962, 1.75267], [-0.67204, -1.42002, 1.91357], [-0.30705, -2.43728, 3.26437], [-2.84498, -1.69301, 2.27803], [-0.60893, 2.06291, -3.83648], [-1.04860, 1.63808, -2.42771], [-0.20676, 0.62849, -1.90456], [0.31600, 2.62527, -3.71471], [-1.36947, 2.63635, -4.36294], [-0.41324, 1.18183, -4.44980], [-2.08947, 1.30886, -2.49934], [-1.04385, 2.49125, -1.75509], [-0.20498, -0.16265, -2.44980], [3.71418, 0.05063, -1.45154], [4.67329, -0.83957, -0.95007], [3.50692, -0.06916, -2.52468], [2.74444, 0.07799, -0.94647], [4.12940, 1.05883, -1.39519], [4.30103, -1.71892, -0.85120], [1.20548, 0.53166, 3.41090], [0.48341, 0.85240, 3.95832], [0.89746, 0.65997, 2.48111], [0.18734, 0.90029, 0.99364], [0.17591, 0.76258, 0.03357], [-0.72715, 1.19707, 1.21830], [-2.12589, 2.12770, 1.77649], [-2.21676, 2.22043, 2.73337], [-3.03046, 2.06678, 1.44718]]
}

=====

Record 3
{
  "formula": "C5H22O8",
  "method": "ωB97M-V with the def2-TZVPD basis set",
  "gap_ha": 0.331,
  "total_charge": 0,
  "homo_ev": -8.559,
  "e_above_lowest_ev": 1.297,
  "smiles": "C=C/C=C(/C)O.O.O.O.O.O.O.O",
  "species": ["C", "C", "C", "C", "C", "O", "H", "H", "H", "H", "H", "H", "H", "H", "O", "H", "H", "O", "H", "H", "O", "H", "H", "O", "H", "H", "O", "H", "H", "O", "H", "H", "O", "H", "H"],
  "positions_angstrom": [[0.90214, 1.24675, -2.50630], [0.33317, 0.59607, -1.49489], [-0.82882, 1.18275, -0.82297], [-1.35629, 0.61108, 0.27344], [-2.76559, 0.93715, 0.69266], [-0.80719, -0.46423, 0.94863], [1.43309, 0.80826, -3.35444], [0.72362, 2.32452, -2.58218], [0.67977, -0.41007, -1.26099], [-1.27933, 2.03886, -1.25061], [-3.28433, 1.62236, 0.00200], [-2.76708, 1.42593, 1.65673], [-3.28519, 0.00178, 0.85152], [-0.64950, -0.26058, 1.93893], [3.41826, 1.21634, 0.26832], [4.02420, 1.38863, -0.46067], [3.09045, 0.29355, 0.39796], [1.95860, -0.71235, 1.12958], [2.38831, -1.53867, 0.88929], [1.02058, -0.56513, 0.87994], [2.04515, -2.84492, -0.71623], [2.27978, -2.58439, -1.61767], [1.07930, -2.76916, -0.71379], [-0.33117, 0.58703, 3.20349], [0.49297, 1.04532, 2.80973], [0.14613, 0.10827, 3.90087], [1.15898, 2.17468, 1.88474], [1.03049, 1.95721, 0.94873], [2.12153, 2.23081, 1.95492], [-1.92847, -2.76608, -0.24951], [-1.75564, -1.97599, 0.28965], [-2.83741, -2.69558, -0.57131], [-2.08949, -1.59385, -2.74941], [-1.93157, -1.91962, -1.84676], [-2.42942, -0.69674, -2.72342]]
}

=====

Record 4
{
  "formula": "C5H22O8",
  "method": "ωB97M-V with the def2-TZVPD basis set",
  "gap_ha": 0.351,
  "total_charge": 0,
  "homo_ev": -9.343,
  "e_above_lowest_ev": 2.307,
  "smiles": "C/C=C/C=C/O.O.O.O.O.O.O.O",
  "species": ["C", "C", "C", "C", "C", "O", "H", "H", "H", "H", "H", "H", "H", "H", "O", "H", "H", "O", "H", "H", "O", "H", "H", "O", "H", "H", "O", "H", "H", "O", "H", "H", "O", "H", "H"],
  "positions_angstrom": [[-3.06539, 0.03024, -2.25524], [-1.70922, -0.59398, -2.19853], [-0.93927, -0.73523, -1.13022], [0.25934, -1.61951, -1.08152], [1.44588, -1.17780, -0.74238], [2.58762, -1.84626, -0.37678], [-3.27929, 0.69684, -1.45625], [-2.98519, 0.74716, -3.13266], [-3.95469, -0.60629, -2.39053], [-1.49415, -1.12326, -3.12834], [-1.16105, -0.28617, -0.17873], [-0.08624, -2.70943, -1.30064], [1.62031, -0.14793, -0.47930], [2.42566, -2.79352, -0.32797], [0.08318, 1.21551, 2.75137], [0.27677, 1.84469, 3.44752], [-0.31238, 1.65249, 1.97224], [1.79596, -1.36477, 1.98861], [1.91886, -0.51560, 1.54848], [2.39676, -1.46395, 2.73197], [1.56999, -0.19277, -3.63418], [0.61797, -0.27628, -3.76920], [1.68041, -0.60344, -2.74997], [-0.41426, 2.60846, 0.51346], [0.01560, 3.37576, 0.90843], [0.06519, 2.50898, -0.33070], [-2.45203, 1.05880, 3.52183], [-1.85078, 0.26522, 3.56450], [-1.96066, 1.44055, 2.79190], [-0.91034, -1.43622, 2.80724], [-0.00596, -1.15120, 2.60384], [-1.40278, -1.14981, 2.03018], [1.25467, 2.42533, -1.84762], [2.20791, 2.46243, -1.98964], [0.99133, 1.83014, -2.56260]]
}

=====

Record 5
{
  "formula": "C5H22O9",
  "method": "ωB97M-V with the def2-TZVPD basis set",
  "gap_ha": 0.382,
  "total_charge": 0,
  "homo_ev": -10.111,
  "e_above_lowest_ev": 0.971,
  "smiles": "O=C(O)CCCCO.O.O.O.O.O.O",
  "species": ["O", "C", "O", "C", "C", "C", "C", "O", "H", "H", "H", "H", "H", "H", "H", "H", "H", "H", "O", "H", "H", "O", "H", "H", "O", "H", "H", "O", "H", "H", "O", "H", "H", "O", "H", "H"],
  "positions_angstrom": [[-1.51494, 0.72274, 0.55467], [-1.59091, 0.14170, 1.63860], [-1.96902, 0.84432, 2.71874], [-1.85716, -1.33771, 1.66345], [-0.83086, -2.04337, 0.79379], [-0.75642, -1.63089, -0.73961], [0.23477, -2.54483, -1.52201], [1.61127, -2.29658, -1.31731], [-1.62056, 1.80350, 2.45437], [-2.87372, -1.47291, 1.19916], [-1.73124, -1.72803, 2.72877], [0.12059, -1.75815, 1.36622], [-0.97070, -3.23875, 0.98565], [-0.45557, -0.61262, -0.88198], [-1.71902, -1.89482, -1.33114], [0.10670, -2.33578, -2.55668], [0.20761, -3.61691, -1.17609], [1.93051, -1.47667, -1.68434], [2.44309, -1.10049, 1.10012], [2.17828, -1.87339, 0.52190], [3.37054, -1.34329, 1.37128], [-0.02019, 2.84234, 1.68337], [-0.54821, 2.36996, 1.01110], [0.87514, 2.50279, 1.67322], [0.55254, 1.79575, -2.33042], [0.64456, 1.94410, -3.23826], [-0.36469, 1.55961, -2.19645], [2.15500, 1.81727, 1.09359], [2.34746, 2.40098, 0.39812], [1.82563, 0.96378, 0.84149], [-2.33748, 1.22921, -2.48151], [-2.56623, 1.74150, -1.80982], [-2.59109, 0.37303, -2.36621], [2.44097, 0.29323, -1.69966], [2.26681, 0.65239, -0.82584], [1.48069, 0.34788, -2.06247]]
}

=====

Record 6
{
  "formula": "C5H23N2O4S",
  "method": "ωB97M-V with the def2-TZVPD basis set",
  "gap_ha": 0.343,
  "total_charge": 1,
  "homo_ev": -12.016,
  "e_above_lowest_ev": 0.289,
  "species": ["C", "N", "C", "C", "S", "C", "C", "N", "H", "H", "H", "H", "H", "H", "H", "H", "H", "H", "H", "H", "H", "H", "H", "H", "H", "O", "H", "H", "O", "H", "H", "O", "H", "H", "O"],
  "positions_angstrom": [[-1.23753, 1.42396, -0.43881], [-0.57756, 0.22741, -0.88173], [-0.92690, -0.33768, -2.20158], [-1.70682, -1.68520, -1.97220], [-2.51482, -1.82631, -0.36004], [0.31749, -0.72840, -2.96837], [-1.28508, 1.52288, 1.09018], [-0.14786, 0.78457, 1.75727], [-0.85240, 2.35485, -0.86878], [-2.29589, 1.48607, -0.70629], [0.41719, 0.43688, -0.92847], [-1.51297, 0.37556, -2.78194], [-2.41775, -1.74697, -2.80025], [-1.01265, -2.50167, -2.14494], [-2.61288, -3.15246, -0.46934], [1.01562, 0.11404, -3.12951], [0.06035, -1.00761, -3.98669], [1.00758, -1.31678, -2.35647], [-2.17671, 1.05861, 1.50922], [-1.33374, 2.54482, 1.45341], [0.63206, 0.96194, 1.12623], [-0.38664, -0.20876, 1.74599], [0.07232, 1.05284, 2.71002], [1.89325, -0.69001, 0.35185], [3.25689, -0.22018, -0.35801], [2.44121, 0.05093, 0.06639], [2.37709, 0.30025, 3.76542], [1.66306, -1.05600, 3.71120], [1.56064, -0.12735, 3.48957], [2.33649, 2.37604, 0.80452], [1.68300, 3.39353, 1.80624], [1.62140, 3.01047, 0.92948], [0.05573, -1.82023, 0.43178], [0.13142, -2.98029, 1.31729], [0.45541, -2.06978, 1.28737]]
}